Entry 1:
The following is a DFT calculation (wB97M-V/def2-TZVPD) of the molecule C5H12N2 in a non-equilibrium geometry.

Output
Lowest unoccupied orbital energy: 0.95 eV
Structure (SMILES): CCCC/N=C\N
Maximum force: 2.2 eV/Å
HOMO: -8.91 eV
Gap between HOMO and LUMO: 9.87 eV
Energy above the lowest of the compared OMol25 structures with the same formula, charge and spin: 1.024 eV

Geometry (Å):
1 C -2.39 0.19 0.45
2 C -1.99 -0.57 -0.79
3 C -0.54 -1.08 -0.67
4 C 0.54 -0.05 -0.30
5 N 1.86 -0.59 -0.36
6 C 2.82 0.10 0.12
7 N 2.67 1.19 0.95
8 H -2.29 -0.29 1.44
9 H -1.69 1.02 0.63
10 H -3.37 0.67 0.49
11 H -2.61 -1.43 -1.05
12 H -2.08 0.09 -1.66
13 H -0.23 -1.61 -1.58
14 H -0.57 -1.88 0.09
15 H 0.29 0.18 0.75
16 H 0.43 0.85 -0.92
17 H 3.86 -0.07 -0.11
18 H 1.92 1.85 0.94
19 H 3.38 1.42 1.61

Okay, here come the Mulliken numbers, in e, for every atom: C -1.16; C -0.27; C -0.67; C -0.52; N -0.59; C 0.04; N -0.39; H 0.33; H 0.28; H 0.33; H 0.30; H 0.25; H 0.35; H 0.24; H 0.36; H 0.37; H 0.36; H 0.19; H 0.19

---

Entry 2:
The following is a DFT calculation (wB97M-V/def2-TZVPD) of a structure of composition C17H16FN2O6S2 in a non-equilibrium geometry.

Output
Charge: -1
Lowest unoccupied orbital energy: -2.41 eV
Maximum force: 4.3 eV/Å
HOMO: -5.24 eV
Gap between HOMO and LUMO: 2.83 eV

Geometry (Å):
1 C -4.46 -1.43 -2.09
2 C -3.21 -1.47 -2.96
3 O -2.02 -1.26 -2.17
4 C -0.89 -1.42 -2.96
5 C 0.27 -1.34 -2.19
6 C 1.58 -1.37 -2.56
7 N 2.75 -1.38 -2.70
8 O -0.96 -1.60 -4.17
9 H -5.31 -1.65 -2.75
10 H -4.42 -2.20 -1.30
11 H -4.63 -0.44 -1.64
12 H -3.12 -2.45 -3.45
13 H -3.26 -0.70 -3.75
14 H 0.02 -1.14 -0.98
15 C -1.88 3.65 -1.09
16 C -1.29 4.26 0.03
17 C -0.93 3.49 1.14
18 C -1.15 2.11 1.13
19 S -0.94 1.19 2.68
20 N 0.67 0.96 2.96
21 F 0.09 -1.04 0.09
22 S 1.36 -0.49 3.31
23 C 2.73 -0.83 2.16
24 C 2.66 -1.92 1.27
25 C 3.79 -2.26 0.52
26 C 4.99 -1.58 0.69
27 C 5.06 -0.52 1.61
28 C 3.93 -0.14 2.35
29 O 2.11 -0.33 4.54
30 O 0.49 -1.62 3.11
31 O -1.41 2.19 3.63
32 O -1.68 -0.02 2.42
33 C -1.76 1.49 0.02
34 C -2.11 2.27 -1.10
35 H -2.19 4.25 -1.95
36 H -1.15 5.35 0.06
37 H -0.52 3.97 2.03
38 H 1.73 -2.49 1.17
39 H 3.72 -3.08 -0.20
40 H 5.88 -1.88 0.14
41 H 6.01 0.00 1.79
42 H 3.99 0.66 3.09
43 H -1.97 0.42 0.02
44 H -2.58 1.78 -1.96

Okay, here come the Mulliken numbers, in e, for every atom: C -1.20; C -0.29; O -0.11; C 0.44; C 0.72; C -0.09; N -0.34; O -0.54; H 0.40; H 0.31; H 0.28; H 0.40; H 0.33; H 0.28; C -0.51; C -0.45; C -0.51; C 0.07; S 1.08; N -0.46; F -0.52; S 1.16; C 0.25; C -0.38; C -0.48; C -0.48; C -0.43; C -0.47; O -0.71; O -0.62; O -0.70; O -0.60; C -0.25; C -0.31; H 0.35; H 0.33; H 0.38; H 0.42; H 0.42; H 0.34; H 0.34; H 0.37; H 0.54; H 0.28

---

Entry 3:
The following is a DFT calculation (wB97M-V/def2-TZVPD) of a structure of composition C11H30NbO5S in a non-equilibrium geometry.

Output
Charge: -1
Lowest unoccupied orbital energy: 2.17 eV
Maximum force: 6.6 eV/Å
HOMO: -5.36 eV
Gap between HOMO and LUMO: 7.52 eV

Geometry (Å):
1 C -3.33 1.09 -2.80
2 C -3.64 1.47 -1.39
3 Nb -2.31 0.90 0.43
4 O -0.81 2.26 -0.24
5 C -3.41 2.51 1.61
6 S -2.37 3.42 2.87
7 O -2.99 4.87 2.99
8 O -0.88 3.62 2.48
9 H -4.05 1.48 -3.64
10 H -2.44 0.38 -3.09
11 H -4.59 2.11 -1.17
12 H -1.31 0.38 1.88
13 H -1.55 -0.38 -0.61
14 H -3.58 -0.30 0.89
15 H -1.29 3.15 -0.22
16 H -3.82 3.29 0.81
17 H -4.37 1.98 2.09
18 H -2.47 2.77 4.11
19 C 2.23 2.41 -0.58
20 C 2.13 2.40 0.94
21 O 2.61 1.20 1.53
22 C 3.98 0.88 1.29
23 C 4.95 1.93 1.80
24 H 1.68 1.56 -1.00
25 H 1.82 3.34 -0.98
26 H 3.27 2.33 -0.92
27 H 1.08 2.49 1.22
28 H 2.64 3.27 1.37
29 H 4.14 0.67 0.23
30 H 4.18 -0.06 1.82
31 H 4.80 2.89 1.30
32 H 5.98 1.62 1.62
33 H 4.81 2.10 2.87
34 C -1.48 -5.14 -2.16
35 C -0.80 -3.79 -2.28
36 O -0.57 -3.15 -1.02
37 C 0.26 -3.85 -0.10
38 C 1.66 -4.12 -0.62
39 H -2.44 -5.05 -1.63
40 H -1.66 -5.57 -3.15
41 H -0.87 -5.85 -1.60
42 H -1.45 -3.12 -2.85
43 H 0.13 -3.86 -2.84
44 H -0.23 -4.78 0.22
45 H 0.33 -3.23 0.80
46 H 1.65 -4.74 -1.52
47 H 2.26 -4.62 0.14
48 H 2.15 -3.17 -0.89

Okay, here come the Mulliken numbers, in e, for every atom: C -0.68; C 0.12; Nb -0.35; O -0.69; C -0.83; S 0.75; O -0.64; O -0.53; H 0.21; H 0.16; H 0.13; H 0.01; H 0.23; H 0.05; H 0.27; H 0.30; H 0.38; H 0.14; C -1.11; C 0.07; O -0.41; C -0.32; C -1.04; H 0.22; H 0.35; H 0.39; H 0.05; H 0.24; H 0.30; H 0.33; H 0.26; H 0.38; H 0.28; C -1.05; C -0.34; O -0.32; C -0.38; C -1.04; H 0.30; H 0.38; H 0.26; H 0.30; H 0.30; H 0.28; H 0.35; H 0.27; H 0.38; H 0.29

---

Entry 4:
The following is a DFT calculation (wB97M-V/def2-TZVPD) of a structure of composition C12H28ClMgN4O4 in a non-equilibrium geometry.

Output
Charge: +1
Lowest unoccupied orbital energy: -8.32 eV
Maximum force: 3.2 eV/Å
HOMO: -11.37 eV
Gap between HOMO and LUMO: 3.05 eV

Geometry (Å):
1 Mg 1.84 3.26 -2.55
2 Cl 1.23 1.44 -1.22
3 C 4.95 -0.33 -1.62
4 O 6.12 -0.02 -1.39
5 N 4.44 -1.55 -1.46
6 C 3.03 -1.80 -1.78
7 C 5.22 -2.66 -0.93
8 H 4.16 0.31 -2.04
9 H 2.87 -2.60 -2.50
10 H 2.46 -0.93 -2.12
11 H 2.47 -2.12 -0.91
12 H 4.66 -3.18 -0.15
13 H 5.34 -3.44 -1.68
14 H 6.21 -2.38 -0.59
15 C -2.33 0.81 -2.44
16 O -2.67 -0.34 -2.62
17 N -3.01 1.75 -1.84
18 C -2.43 2.99 -1.45
19 C -4.41 1.54 -1.61
20 H -1.32 1.08 -2.78
21 H -2.76 3.22 -0.44
22 H -2.62 3.77 -2.19
23 H -1.35 2.90 -1.34
24 H -4.99 0.71 -2.00
25 H -4.53 1.51 -0.52
26 H -5.00 2.43 -1.82
27 C -0.41 -1.73 -0.14
28 O -1.12 -2.13 -1.08
29 N -0.41 -2.32 1.10
30 C 0.59 -2.00 2.11
31 C -1.24 -3.48 1.56
32 H 0.27 -0.87 -0.18
33 H 1.16 -2.89 2.37
34 H 0.06 -1.66 3.00
35 H 1.21 -1.20 1.72
36 H -1.50 -4.08 0.69
37 H -0.55 -4.13 2.09
38 H -2.00 -3.13 2.26
39 C -1.78 3.30 2.47
40 O -1.20 4.36 2.54
41 N -1.19 2.10 2.30
42 C -2.01 0.93 1.97
43 C 0.22 1.85 2.27
44 H -2.88 3.30 2.35
45 H -1.86 0.56 0.95
46 H -3.06 1.19 2.10
47 H -1.88 0.16 2.73
48 H 0.50 1.21 3.11
49 H 0.67 1.50 1.34
50 H 0.78 2.78 2.37

Okay, here come the Mulliken numbers, in e, for every atom: Mg 0.71; Cl 0.17; C 0.44; O -0.61; N 0.13; C -0.62; C -0.91; H 0.05; H 0.36; H 0.09; H 0.16; H 0.30; H 0.34; H 0.30; C 0.09; O -0.56; N 0.20; C -0.72; C -0.97; H 0.30; H 0.29; H 0.36; H 0.10; H 0.32; H 0.28; H 0.39; C 0.75; O -0.66; N 0.17; C -1.01; C -1.03; H -0.14; H 0.37; H 0.36; H 0.24; H 0.36; H 0.35; H 0.29; C 0.10; O -0.60; N 0.10; C -0.87; C -0.66; H 0.39; H 0.19; H 0.35; H 0.32; H 0.28; H -0.03; H 0.38

---

Entry 5:
The following is a DFT calculation (wB97M-V/def2-TZVPD) of the molecule C3H9N2O in a non-equilibrium geometry.

Output
Expectation value of S²: 0.751
Lowest unoccupied orbital energy (spin up / spin down): 0.84 / 0.53 eV
Maximum force: 1.7 eV/Å
HOMO (spin up / spin down): -3.50 / -10.60 eV
Spin multiplicity: 2
Gap between HOMO and LUMO (spin up / spin down): 4.33 / 11.13 eV
Energy above the lowest of the compared OMol25 structures with the same formula, charge and spin: 1.095 eV

Geometry (Å):
1 N 1.17 1.00 0.78
2 C 0.41 0.16 -0.16
3 C 0.71 -1.34 -0.17
4 C -1.05 0.53 -0.02
5 N -2.01 -0.17 -0.68
6 O -1.34 1.58 0.55
7 H 2.09 1.25 0.37
8 H 1.28 0.58 1.75
9 H 0.55 1.80 1.03
10 H 0.66 0.57 -1.15
11 H 0.39 -1.69 -1.16
12 H 0.13 -1.82 0.62
13 H 1.77 -1.55 -0.06
14 H -2.95 0.15 -0.57
15 H -1.79 -1.06 -1.12

Okay, here come the Mulliken numbers, in e, for every atom: N -0.83; C -0.32; C -1.79; C -0.15; N -0.29; O -0.51; H 0.98; H 0.81; H 0.25; H -0.09; H 0.39; H 0.45; H 0.63; H 0.26; H 0.20

---

Entry 6:
The following is a DFT calculation (wB97M-V/def2-TZVPD) of a structure of composition C12H27N9OSV in a non-equilibrium geometry.

Output
Expectation value of S²: 3.759
Charge: +2
Lowest unoccupied orbital energy (spin up / spin down): -5.75 / -5.80 eV
Maximum force: 5.0 eV/Å
HOMO (spin up / spin down): -13.23 / -14.97 eV
Spin multiplicity: 4
Gap between HOMO and LUMO (spin up / spin down): 7.47 / 9.17 eV
Energy above the lowest of the compared OMol25 structures with the same formula, charge and spin: 0.760 eV

Geometry (Å):
1 V 0.34 0.60 0.40
2 C -0.73 3.03 -0.69
3 C -0.33 3.54 0.66
4 N -0.06 2.46 1.67
5 C -1.18 2.18 2.62
6 C -1.30 0.69 2.86
7 N -1.24 -0.04 1.55
8 C -2.45 0.03 0.67
9 C -2.42 1.05 -0.46
10 N -1.04 1.57 -0.81
11 H 0.12 3.27 -1.41
12 H -1.55 3.67 -0.97
13 H -1.11 4.22 1.13
14 H 0.64 4.11 0.52
15 H 0.75 2.77 2.14
16 H -2.09 2.59 2.20
17 H -0.97 2.64 3.61
18 H -2.28 0.47 3.29
19 H -0.50 0.34 3.50
20 H -1.00 -0.98 1.76
21 H -3.32 0.28 1.32
22 H -2.61 -0.91 0.17
23 H -2.95 1.94 -0.11
24 H -2.93 0.67 -1.37
25 H -0.69 1.18 -1.67
26 N 1.68 -0.06 2.09
27 N 2.82 -0.60 1.43
28 C 3.29 0.11 0.41
29 N 4.52 -0.26 0.07
30 S 2.53 1.42 -0.41
31 H 1.99 0.70 2.74
32 H 1.38 -0.78 2.78
33 H 3.48 -1.17 1.91
34 H 5.02 -0.87 0.71
35 H 5.03 0.20 -0.69
36 C -0.03 -1.97 -4.52
37 N -0.21 -2.26 -3.13
38 C -0.35 -3.52 -2.60
39 C -0.42 -3.65 -1.26
40 C -0.02 -2.53 -0.44
41 N -0.03 -1.28 -0.95
42 C -0.14 -1.14 -2.27
43 O -0.30 0.02 -2.82
44 N 0.31 -2.78 0.85
45 H -0.75 -1.20 -4.81
46 H -0.21 -2.90 -5.12
47 H 1.04 -1.71 -4.65
48 H -0.44 -4.28 -3.39
49 H -0.46 -4.56 -0.69
50 H -0.09 -3.72 1.10
51 H 1.29 -2.58 1.11

Okay, here come the Mulliken numbers, in e, for every atom: V 0.52; C -0.66; C -0.58; N -0.26; C -0.65; C -0.87; N -0.11; C -0.76; C -0.76; N -0.12; H 0.36; H 0.39; H 0.40; H 0.27; H 0.31; H 0.30; H 0.45; H 0.50; H 0.40; H 0.38; H 0.45; H 0.36; H 0.43; H 0.37; H 0.47; N -0.29; N -0.50; C 0.64; N -0.42; S -0.40; H 0.30; H 0.36; H 0.22; H 0.19; H 0.27; C -0.84; N 0.14; C -0.05; C -1.17; C 0.58; N 0.29; C 0.03; O -0.83; N -0.22; H 0.29; H 0.30; H 0.33; H 0.39; H 0.33; H 0.27; H 0.22

---

Entry 7:
The following is a DFT calculation (wB97M-V/def2-TZVPD) of a cluster of 3 separate species, C3H10N2O2 in total in a non-equilibrium geometry.

Output
Lowest unoccupied orbital energy (spin up / spin down): 0.19 / 0.80 eV
Maximum force: 3.6 eV/Å
HOMO (spin up / spin down): -7.18 / -8.49 eV
Gap between HOMO and LUMO (spin up / spin down): 7.37 / 9.28 eV
Energy above the lowest of the compared OMol25 structures with the same formula, charge and spin: 7.819 eV

Geometry (Å):
1 C -0.92 -2.57 0.43
2 C -1.28 -1.52 -0.52
3 C -1.98 -1.39 -1.62
4 H -0.80 0.51 0.30
5 H -1.22 -2.30 1.44
6 H -1.37 -3.53 0.15
7 H 0.17 -2.70 0.44
8 H -2.46 -2.25 -2.10
9 H -2.16 -0.43 -2.11
10 N 1.14 2.40 0.77
11 N 1.86 3.16 -0.10
12 O 2.10 1.58 1.42
13 O 0.15 0.16 0.05
14 H 1.59 0.82 1.75
15 H 0.59 1.06 -0.09
16 H 2.82 2.85 -0.22
17 H 1.75 4.16 0.01

Okay, here come the Mulliken numbers, in e, for every atom: C -0.88; C 0.20; C -0.65; H 0.38; H 0.22; H 0.34; H 0.23; H 0.27; H 0.22; N -0.21; N -0.32; O -0.40; O -0.73; H 0.38; H 0.44; H 0.25; H 0.26